(1)
Formula: C52H70CdGeN6O2P3
Source: the OMol25 dataset
Level of theory: ωB97M-V/def2-TZVPD

The geometry in XYZ format:
```
135
Properties=species:S:1:pos:R:3:lowdin_spin:R:1
Cd 0.406 1.258 0.988 0.002
C -2.860 -1.467 4.277 0.000
C -2.270 -0.218 3.620 0.000
C -3.202 0.245 2.500 0.001
P -0.531 -0.344 2.990 0.002
C -0.387 -2.040 2.248 0.000
N -0.917 -2.097 0.893 0.001
Ge -0.268 -0.883 -0.396 0.005
N 0.950 -1.771 -1.519 0.000
C 2.382 -1.597 -1.351 0.000
P 2.795 -1.700 0.455 0.002
C 4.515 -0.980 0.585 0.000
C 5.217 -0.694 -0.743 0.000
C 4.491 0.280 1.451 0.000
C 3.137 -3.524 0.672 0.000
C 4.261 -4.087 -0.200 0.000
C 1.884 -4.383 0.488 0.000
C 0.432 -2.687 -2.392 0.000
C 1.165 -3.503 -3.270 0.000
C 0.543 -4.529 -3.962 0.000
C -0.813 -4.781 -3.800 0.000
C -1.561 -3.927 -3.006 0.000
C -0.958 -2.851 -2.379 0.001
N -1.737 -1.815 -1.640 0.015
C -2.646 -2.487 -0.682 0.008
C -3.900 -2.934 -1.047 0.001
C -4.619 -3.747 -0.182 0.000
C -4.035 -4.132 1.016 0.000
C -2.790 -3.651 1.395 0.000
C -2.093 -2.759 0.578 0.001
C -2.472 -0.917 -2.543 0.132
C -2.732 -1.258 -3.852 -0.010
C -3.560 -0.477 -4.660 0.185
C -4.179 0.659 -4.146 -0.007
C -3.890 1.059 -2.867 0.136
C -2.970 0.340 -2.035 0.025
N -2.516 0.779 -0.862 0.411
C -2.909 2.118 -0.451 0.041
P -1.583 3.043 0.472 0.006
C -1.390 4.571 -0.572 0.001
C -0.836 4.279 -1.963 0.001
C -2.668 5.406 -0.687 0.000
C -2.327 3.794 2.011 0.000
C -3.848 3.724 2.121 0.001
C -1.655 3.294 3.286 0.000
C 0.584 -0.341 4.462 0.000
C 2.032 -0.505 3.989 0.000
C 0.274 -1.339 5.577 0.000
H -3.813 -1.198 4.737 0.000
H -2.233 -1.901 5.052 0.000
H -3.073 -2.228 3.533 0.000
H -2.202 0.567 4.381 0.000
H -3.336 -0.543 1.757 0.001
H -2.809 1.120 1.986 0.000
H -4.185 0.491 2.906 0.000
H -0.886 -2.749 2.907 0.000
H 0.676 -2.292 2.251 0.000
H 2.717 -0.640 -1.756 0.000
H 2.933 -2.370 -1.881 0.000
H 5.086 -1.744 1.120 0.000
H 4.739 0.138 -1.266 0.000
H 5.225 -1.551 -1.416 0.000
H 6.254 -0.409 -0.558 0.000
H 3.810 1.024 1.029 0.000
H 5.486 0.728 1.504 0.000
H 4.164 0.065 2.469 0.000
H 3.449 -3.592 1.721 0.000
H 3.932 -4.204 -1.235 0.000
H 4.534 -5.081 0.156 0.000
H 5.167 -3.482 -0.194 0.000
H 1.493 -4.303 -0.527 0.000
H 1.082 -4.123 1.177 0.000
H 2.138 -5.432 0.654 0.000
H 2.230 -3.361 -3.388 0.000
H 1.135 -5.155 -4.617 0.000
H -1.287 -5.616 -4.296 0.000
H -2.622 -4.099 -2.892 0.000
H -4.318 -2.664 -2.009 0.000
H -5.601 -4.102 -0.459 0.000
H -4.556 -4.815 1.674 0.000
H -2.365 -3.983 2.332 0.000
H -2.307 -2.150 -4.279 -0.003
H -3.746 -0.789 -5.679 0.009
H -4.875 1.225 -4.750 -0.004
H -4.381 1.935 -2.474 0.008
H -3.823 2.081 0.150 0.017
H -3.127 2.749 -1.313 0.004
H -0.646 5.157 -0.018 0.000
H -1.515 3.654 -2.548 0.000
H 0.131 3.786 -1.930 0.000
H -0.717 5.216 -2.509 0.000
H -3.463 4.864 -1.204 0.000
H -2.454 6.295 -1.282 0.000
H -3.052 5.745 0.273 0.000
H -2.048 4.846 1.901 0.000
H -4.190 2.709 2.331 0.001
H -4.355 4.077 1.222 0.000
H -4.178 4.353 2.949 0.000
H -1.896 2.249 3.484 0.000
H -1.998 3.881 4.139 0.000
H -0.570 3.393 3.231 0.000
H 0.462 0.671 4.867 0.000
H 2.238 -1.541 3.713 0.000
H 2.721 -0.239 4.793 0.000
H 2.269 0.112 3.119 0.000
H 0.244 -2.365 5.206 0.000
H -0.666 -1.120 6.080 0.000
H 1.062 -1.290 6.331 0.000
O 1.075 -1.310 -6.190 0.000
C 1.846 -0.208 -6.072 0.000
O 2.544 0.162 -6.967 0.000
C 1.788 0.499 -4.748 0.000
C 0.621 0.572 -3.998 0.000
C 0.630 1.190 -2.760 0.000
C 1.810 1.726 -2.257 0.000
C 2.967 1.711 -3.036 0.000
C 2.948 1.112 -4.283 0.000
N 1.816 2.172 -0.908 0.000
C 2.557 3.131 -0.541 0.000
C 2.687 3.492 0.886 0.000
C 3.552 4.509 1.251 0.000
C 3.719 4.804 2.598 0.000
C 3.013 4.068 3.530 0.000
C 2.158 3.070 3.080 0.000
N 1.993 2.785 1.792 0.000
H 0.752 -1.604 -5.328 0.000
H -0.305 0.151 -4.374 0.000
H -0.279 1.257 -2.177 0.000
H 3.896 2.111 -2.649 0.000
H 3.837 1.082 -4.898 0.000
H 3.151 3.717 -1.245 0.000
H 4.094 5.054 0.489 0.000
H 4.394 5.590 2.909 0.000
H 3.113 4.252 4.590 0.000
H 1.587 2.476 3.783 0.000
```

The spin multiplicity is 2. The net charge is +2. The HOMO-LUMO gap (alpha / beta) comes out at 6.2 / 5.4 eV.

---

(2)
Formula: C52H71N12O5PS
Source: the OMol25 dataset
Level of theory: ωB97M-V/def2-TZVPD

The geometry in XYZ format:
```
142
Properties=species:S:1:pos:R:3:lowdin_charge:R:1
C -0.977 4.634 -4.959 -0.081
O -1.283 4.681 -3.582 -0.207
C -0.356 3.985 -2.790 -0.213
C -0.493 2.467 -2.876 -0.117
C 0.716 1.738 -3.422 -0.167
O 1.371 1.092 -2.286 -0.169
P 2.851 0.673 -2.468 0.176
O 3.037 -0.525 -3.241 -0.230
O 3.724 1.842 -3.068 -0.093
O 3.298 0.543 -0.959 -0.623
S 4.818 -0.175 -0.791 0.842
H -0.722 3.634 -5.298 0.086
H -0.172 5.318 -5.206 0.090
H -1.849 4.970 -5.495 0.091
H 0.670 4.300 -2.973 0.127
H -0.571 4.265 -1.771 0.104
H -1.376 2.189 -3.423 0.127
H -0.610 2.102 -1.870 0.103
H 1.389 2.399 -3.947 0.102
H 0.386 0.956 -4.086 0.130
H 3.829 2.573 -2.431 0.118
H 5.717 0.788 -1.090 -0.120
N 6.473 -0.636 -6.136 0.006
C 5.569 -0.699 -5.106 -0.155
C 5.785 -1.872 -4.435 -0.113
C 6.860 -2.541 -5.083 -0.111
C 7.263 -1.752 -6.127 -0.139
H 6.542 0.117 -6.797 0.132
H 4.860 0.089 -4.940 0.072
H 5.233 -2.207 -3.574 0.080
H 7.287 -3.493 -4.814 0.089
H 8.039 -1.889 -6.860 0.106
N 1.387 -2.913 -2.034 0.024
C 0.602 -2.800 -0.924 -0.131
C 0.095 -4.041 -0.642 -0.123
C 0.600 -4.938 -1.622 -0.114
C 1.395 -4.208 -2.465 -0.131
H 1.888 -2.155 -2.468 0.097
H 0.471 -1.854 -0.426 0.097
H -0.556 -4.277 0.184 0.077
H 0.407 -5.996 -1.697 0.084
H 1.965 -4.499 -3.331 0.109
N -2.216 5.686 2.282 0.009
C -2.282 5.060 1.071 -0.137
C -2.109 6.007 0.098 -0.111
C -1.936 7.258 0.751 -0.103
C -2.008 7.026 2.098 -0.138
H -2.316 5.226 3.170 0.124
H -2.441 3.997 1.006 0.104
H -2.110 5.825 -0.963 0.063
H -1.778 8.216 0.285 0.091
H -1.928 7.695 2.937 0.105
N 0.356 0.919 1.010 0.015
C -0.732 0.661 1.802 -0.128
C -0.320 0.715 3.107 -0.136
C 1.070 1.017 3.101 -0.098
C 1.456 1.139 1.794 -0.130
H 0.350 0.943 0.006 0.106
H -1.698 0.461 1.371 0.109
H -0.943 0.554 3.970 0.073
H 1.710 1.132 3.959 0.097
H 2.409 1.361 1.347 0.094
N 3.486 2.137 -6.492 0.015
C 3.170 3.351 -7.039 -0.143
C 3.543 3.326 -8.357 -0.107
C 4.106 2.046 -8.614 -0.100
C 4.053 1.337 -7.444 -0.145
H 3.332 1.871 -5.536 0.104
H 2.712 4.125 -6.448 0.099
H 3.427 4.135 -9.058 0.091
H 4.503 1.689 -9.549 0.092
H 4.363 0.336 -7.207 0.089
N -1.243 4.170 5.544 0.003
C -1.921 4.164 6.733 -0.141
C -2.404 2.900 6.931 -0.101
C -1.998 2.111 5.819 -0.102
C -1.281 2.921 4.981 -0.144
H -0.782 4.969 5.147 0.139
H -2.002 5.054 7.329 0.087
H -2.984 2.573 7.777 0.089
H -2.207 1.067 5.656 0.087
H -0.796 2.716 4.041 0.080
N -3.687 6.560 -3.362 0.009
C -3.943 7.836 -3.781 -0.142
C -5.294 7.957 -3.967 -0.115
C -5.878 6.703 -3.642 -0.114
C -4.860 5.865 -3.271 -0.141
H -2.778 6.185 -3.151 0.098
H -3.145 8.546 -3.912 0.103
H -5.808 8.844 -4.297 0.087
H -6.923 6.447 -3.675 0.088
H -4.870 4.838 -2.951 0.105
N -3.810 6.420 9.082 -0.005
C -4.068 7.706 8.688 -0.146
C -5.420 7.825 8.511 -0.112
C -6.000 6.563 8.813 -0.110
C -4.981 5.718 9.163 -0.142
H -2.900 6.050 9.283 0.131
H -3.272 8.420 8.568 0.103
H -5.936 8.717 8.201 0.089
H -7.044 6.306 8.778 0.090
H -4.989 4.684 9.459 0.105
N 8.826 -0.444 -1.200 0.002
C 8.640 0.301 -2.334 -0.146
C 9.286 1.496 -2.153 -0.112
C 9.885 1.466 -0.863 -0.112
C 9.582 0.256 -0.300 -0.143
H 8.458 -1.367 -1.055 0.143
H 8.070 -0.084 -3.164 0.099
H 9.329 2.300 -2.868 0.088
H 10.470 2.244 -0.403 0.089
H 9.837 -0.164 0.657 0.105
N -2.448 -6.404 0.070 0.018
C -3.232 -6.295 1.181 -0.131
C -3.733 -7.538 1.463 -0.103
C -3.226 -8.434 0.485 -0.121
C -2.437 -7.702 -0.361 -0.149
H -1.954 -5.646 -0.367 0.104
H -3.366 -5.348 1.675 0.107
H -4.387 -7.780 2.283 0.066
H -3.420 -9.491 0.413 0.095
H -1.869 -7.992 -1.228 0.108
N 0.677 -11.106 1.003 0.000
C 0.857 -12.145 1.875 -0.148
C -0.247 -12.210 2.680 -0.114
C -1.128 -11.169 2.277 -0.109
C -0.531 -10.507 1.239 -0.137
H 1.332 -10.824 0.298 0.141
H 1.750 -12.745 1.847 0.102
H -0.406 -12.923 3.472 0.088
H -2.089 -10.933 2.702 0.087
H -0.859 -9.666 0.657 0.077
N -6.308 -8.333 4.567 0.000
C -5.203 -8.516 5.354 -0.146
C -5.628 -8.978 6.570 -0.114
C -7.045 -9.081 6.513 -0.115
C -7.433 -8.677 5.264 -0.144
H -6.295 -7.997 3.622 0.128
H -4.216 -8.303 4.983 0.102
H -4.995 -9.217 7.407 0.088
H -7.702 -9.414 7.298 0.088
H -8.408 -8.606 4.814 0.103
```

The spin multiplicity is 1. The net charge is 0. As for the energy relative to the best compared isomer or geometry (same formula, charge and spin): 11.6 kcal/mol. The HOMO-LUMO gap comes out at 7.5 eV.

---

(3)
Formula: C52H75F9N2O31PS2
Source: the OMol25 dataset
Level of theory: ωB97M-V/def2-TZVPD

The geometry in XYZ format:
```
172
Properties=species:S:1:pos:R:3:lowdin_charge:R:1
C 5.823 -3.247 -1.074 -0.132
C 5.340 -4.783 -0.727 -0.137
C 4.351 -5.443 -1.889 -0.234
O 4.572 -6.749 -2.157 -0.037
O 3.317 -4.692 -2.619 -0.129
C 2.103 -5.494 -2.851 -0.165
C 0.748 -4.532 -2.659 -0.108
C 0.711 -4.110 -1.087 -0.233
C -0.737 -4.444 -0.317 -0.234
C -1.314 -5.952 -0.666 -0.086
C -0.768 -4.025 1.255 -0.200
C -0.519 -5.269 2.328 -0.111
C -1.090 -4.907 3.860 -0.257
C -2.718 -4.738 3.924 -0.483
S -3.235 -4.807 5.722 0.824
C -2.191 -3.628 6.787 -0.938
S -2.316 -3.908 8.494 0.624
N -1.336 -2.502 6.249 -0.250
C 0.024 -2.424 6.904 -0.275
C 0.824 -3.890 6.954 -0.116
C -2.153 -1.241 6.427 -0.246
C -1.293 0.097 6.825 -0.119
N 0.082 -2.878 1.698 -0.078
C -0.728 -1.729 2.337 -0.104
C -1.693 -0.923 1.302 -0.037
C -1.645 0.680 1.779 -0.241
O -2.705 1.370 2.205 0.016
O -0.293 1.316 1.639 -0.033
C 1.068 -2.276 0.758 -0.280
C 2.652 -2.723 1.061 -0.049
C 0.844 -2.460 -0.838 -0.389
P 2.228 -1.632 -1.859 0.931
C 2.837 -0.005 -0.977 -0.291
C 1.544 -0.945 -3.549 -0.274
H 5.176 -2.709 -1.894 0.062
H 6.948 -3.289 -1.409 0.087
H 5.784 -2.547 -0.108 0.081
H 4.838 -4.775 0.344 0.107
H 6.326 -5.436 -0.628 0.134
H 2.141 -5.823 -3.997 0.132
H 1.980 -6.421 -2.148 0.137
H 0.893 -3.650 -3.423 0.106
H -0.146 -5.172 -3.051 0.113
H 1.517 -4.727 -0.507 0.141
H -1.506 -3.706 -0.859 0.149
H -1.696 -6.063 -1.784 0.096
H -0.485 -6.783 -0.464 0.104
H -2.208 -6.211 0.065 0.087
H -1.898 -3.696 1.471 0.158
H -1.063 -6.263 2.052 0.120
H 0.637 -5.428 2.427 0.129
H -0.826 -5.850 4.543 0.134
H -0.498 -3.963 4.217 0.074
H -3.037 -3.684 3.469 0.078
H -3.302 -5.543 3.299 0.108
H 0.744 -1.721 6.262 0.123
H -0.019 -2.076 8.045 0.120
H 0.624 -4.487 7.941 0.074
H 1.980 -3.591 6.967 0.090
H 0.673 -4.530 5.986 0.053
H -2.693 -1.008 5.407 0.118
H -2.974 -1.385 7.250 0.114
H -0.391 0.276 6.067 0.078
H -1.962 1.080 6.728 0.099
H -0.792 0.057 7.896 0.084
H 0.661 -3.229 2.523 0.161
H 0.026 -1.004 2.906 0.158
H -1.411 -2.191 3.195 0.129
H -1.363 -0.918 0.182 0.127
H -2.828 -1.271 1.415 0.152
H 0.202 1.277 2.510 0.123
H 1.069 -1.099 0.966 0.134
H 3.375 -1.773 1.107 0.096
H 2.788 -3.271 2.085 0.092
H 3.096 -3.421 0.233 0.054
H -0.180 -2.025 -1.264 0.112
H 3.806 -0.173 -0.337 0.049
H 3.094 0.810 -1.782 0.041
H 1.951 0.435 -0.309 0.043
H 0.378 -0.848 -3.460 0.051
H 2.075 0.106 -3.728 0.049
H 1.916 -1.694 -4.367 0.057
C -2.471 4.839 1.431 -0.070
C -1.684 5.714 2.346 -0.324
O -2.353 6.953 2.274 0.150
C -3.652 6.639 2.005 -0.472
O -4.585 7.414 2.138 0.126
O -3.783 5.348 1.574 0.085
F -0.424 5.883 1.885 0.082
H -2.159 4.930 0.385 0.154
H -2.425 3.786 1.721 0.118
H -1.658 5.369 3.385 0.181
C 4.556 3.041 -5.028 -0.102
C 5.679 2.277 -5.642 -0.314
O 6.098 1.417 -4.606 0.153
C 4.981 1.193 -3.858 -0.485
O 4.873 0.293 -3.042 0.096
O 3.993 2.097 -4.139 0.046
F 6.707 3.098 -5.955 0.085
H 4.897 3.914 -4.462 0.129
H 3.822 3.368 -5.769 0.125
H 5.394 1.686 -6.518 0.177
C -7.100 7.247 0.554 -0.090
C -8.361 8.023 0.729 -0.327
O -8.613 8.536 -0.559 0.146
C -8.066 7.629 -1.416 -0.502
O -8.314 7.579 -2.609 0.142
O -7.211 6.776 -0.774 0.072
F -8.175 9.062 1.573 0.085
H -6.204 7.870 0.644 0.127
H -7.021 6.416 1.260 0.143
H -9.215 7.422 1.059 0.177
C 1.586 -6.080 -7.316 -0.073
C 0.128 -5.853 -7.529 -0.335
O 0.048 -4.475 -7.814 0.138
C 1.240 -4.163 -8.397 -0.500
O 1.446 -3.140 -9.027 0.149
O 2.174 -5.142 -8.195 0.084
F -0.568 -6.094 -6.395 0.069
H 1.903 -5.865 -6.291 0.127
H 1.889 -7.099 -7.571 0.134
H -0.299 -6.426 -8.358 0.171
C -4.624 10.407 3.365 -0.086
C -3.837 11.281 4.280 -0.332
O -4.506 12.520 4.208 0.142
C -5.804 12.206 3.939 -0.500
O -6.737 12.981 4.073 0.148
O -5.935 10.915 3.508 0.074
F -2.577 11.451 3.820 0.077
H -4.312 10.497 2.320 0.151
H -4.578 9.353 3.655 0.126
H -3.811 10.936 5.319 0.177
C 3.716 8.403 -3.285 -0.071
C 5.118 8.001 -3.592 -0.326
O 5.030 6.604 -3.762 0.147
C 3.766 6.382 -4.220 -0.470
O 3.400 5.342 -4.741 0.121
O 2.960 7.470 -4.030 0.083
F 5.932 8.251 -2.542 0.087
H 3.470 8.305 -2.223 0.152
H 3.499 9.427 -3.602 0.149
H 5.528 8.457 -4.499 0.181
C 0.414 -11.525 -6.043 -0.072
C 1.273 -10.404 -5.567 -0.331
O 1.425 -9.595 -6.712 0.129
C 0.288 -9.792 -7.438 -0.491
O -0.076 -9.068 -8.349 0.146
O -0.399 -10.897 -7.014 0.084
F 2.494 -10.854 -5.200 0.087
H 0.989 -12.328 -6.515 0.154
H -0.193 -11.952 -5.241 0.148
H 0.834 -9.814 -4.756 0.177
C -1.063 3.626 10.614 -0.071
C 0.110 2.946 9.995 -0.329
O -0.286 2.759 8.656 0.117
C -1.145 3.784 8.394 -0.504
O -1.485 4.123 7.273 0.133
O -1.574 4.392 9.542 0.082
F 0.313 1.732 10.553 0.080
H -1.829 2.923 10.956 0.152
H -0.777 4.268 11.453 0.150
H 1.036 3.531 10.027 0.180
C -0.753 2.126 -6.138 -0.071
C -0.115 3.123 -5.233 -0.324
O 1.133 2.543 -4.930 0.126
C 1.445 1.785 -6.019 -0.494
O 2.561 1.351 -6.254 0.142
O 0.357 1.579 -6.822 0.088
F -0.816 3.249 -4.084 0.079
H -1.272 1.330 -5.594 0.147
H -1.455 2.588 -6.838 0.149
H 0.037 4.109 -5.686 0.182
```

The spin multiplicity is 1. The net charge is +1. The HOMO-LUMO gap comes out at 7.2 eV.